A:
The following is a DFT calculation (wB97M-V/def2-TZVPD) of the molecule C3H3NOS.

```
! RIJCOSX wB97M-V def2-TZVPD def2/J DEFGRID3
* xyz 0 1
C 0.1269 1.0782 -0.1430
S 2.7337 -0.0296 -0.0346
C -1.2171 0.6732 -0.3235
H 0.4569 -0.8169 -0.6382
N 1.0308 0.0170 -0.4773
H -3.3353 0.1634 0.0093
H 2.9993 0.3908 -1.2461
O 0.4338 2.1385 0.2300
C -2.4081 0.4793 -0.1953
*
```

Output
* LUMO energy: 0.456 eV
* HOMO energy: -10.03 eV
* HOMO-LUMO gap: 10.49 eV
* SMILES: C#CC(=O)NS


B:
The following is a DFT calculation (wB97M-V/def2-TZVPD) of the molecule C3H3NOS.

```
! RIJCOSX wB97M-V def2-TZVPD def2/J DEFGRID3
* xyz 0 1
S 0.7095 -1.5018 2.1162
C -0.2356 1.7528 -1.7693
H -0.2793 -2.1360 1.5221
C -0.3975 -0.3377 -0.0986
C -0.2700 0.8076 -0.9863
O -1.0315 -1.3712 -0.2042
N 0.5387 -0.2761 0.8963
H 1.1105 0.5346 1.0348
H -0.1448 2.5278 -2.5111
*
```

Output
* LUMO energy: 0.561 eV
* HOMO energy: -8.88 eV
* HOMO-LUMO gap: 9.44 eV
* SMILES: C#CC(=O)NS


C:
The following is a DFT calculation (wB97M-V/def2-TZVPD) of the molecule C3H3NOS.

```
! RIJCOSX wB97M-V def2-TZVPD def2/J DEFGRID3
* xyz 0 1
C 1.0792 1.5174 0.4533
C -0.1681 0.0385 1.2845
O 0.6620 0.7588 -0.6079
H 1.6698 2.3451 0.1290
S -0.8543 -1.4663 -1.0285
N 0.5859 1.1528 1.6011
H -0.7869 -0.5288 1.9374
C -0.1668 -0.1786 -0.0344
H -1.0786 -0.7589 -2.1748
*
```

Output
* LUMO energy: 0.665 eV
* HOMO energy: -8.91 eV
* HOMO-LUMO gap: 9.58 eV
* SMILES: Sc1cnco1


Verdict on stability: A comes out at the bottom.


A:
The following is a DFT calculation (wB97M-V/def2-TZVPD) of the molecule C16H17NO3S.

```
! RIJCOSX wB97M-V def2-TZVPD def2/J DEFGRID3
* xyz 0 1
H 1.2703 -2.2956 -5.1399
C 1.9236 -1.6252 -3.2207
C 2.6102 -0.7440 -0.9570
H 0.8139 -2.3349 2.2237
H -2.0883 -0.7558 4.9452
H 0.8648 1.1719 -1.6712
O -1.0943 3.1348 4.6079
H 1.1297 -1.7062 0.1901
H -0.5004 -1.2925 -6.3927
O 2.1089 1.1620 1.0262
H 2.5989 -2.4584 -3.0848
O -2.7529 1.5592 5.5294
N 1.7359 -0.9018 0.1893
C -0.1504 0.8719 2.7196
C 0.1967 0.4965 -3.5880
H -1.5315 -0.0806 -5.6166
H -0.8491 -2.7021 3.9827
H -3.7696 1.6085 2.8737
C 0.2650 -1.4911 2.6162
C 1.8217 -0.6535 -2.2370
C -0.5026 -0.3564 -5.8399
S -1.9901 2.0322 4.4058
C 1.1742 -1.5323 -4.3809
C 0.9470 0.4096 -2.4323
H -0.0816 0.4195 -6.4795
H -2.5724 2.7590 2.2055
H 3.1695 0.1802 -0.7857
C 0.5234 -0.2048 2.1487
C -0.6661 -1.7019 3.6202
C -1.3577 -0.6303 4.1618
H -3.7513 3.3015 3.4231
C -1.0858 0.6447 3.7060
C -3.1488 2.4717 3.0748
C 1.5282 0.0968 1.0786
H 3.3082 -1.5862 -0.9945
H -0.4772 1.3295 -3.7288
C 0.3002 -0.4731 -4.5805
H 0.0798 1.8771 2.4017
*
```

Output
* LUMO energy: 0.258 eV
* HOMO energy: -9.10 eV
* HOMO-LUMO gap: 9.36 eV
* SMILES: Cc1ccc(CNC(=O)c2cccc(S(C)(=O)=O)c2)cc1


B:
The following is a DFT calculation (wB97M-V/def2-TZVPD) of the molecule C16H17NO3S.

```
! RIJCOSX wB97M-V def2-TZVPD def2/J DEFGRID3
* xyz 0 1
H 2.0025 1.1910 1.2631
O -0.5145 1.4214 0.9804
C 3.3096 -3.9314 5.0885
H -0.1510 -1.7124 3.7457
S 2.2689 -2.5655 5.1609
C 0.5522 -2.0795 2.9918
C -3.6835 3.3576 -4.3248
H 2.7803 0.1808 -0.0049
H -0.0654 -0.5729 -2.1266
C -2.7796 3.3890 -1.9857
C -1.9354 2.8993 -1.0132
C 1.5833 -2.9604 3.6154
O 1.0516 1.0354 -0.5675
H -1.9524 3.3045 -0.0125
C -0.1039 0.1615 -2.9283
H -4.6762 2.9296 -4.1828
C -2.7542 2.8478 -3.2671
O 0.5733 -1.5667 0.2361
H 0.9107 0.5222 -3.0925
H -0.4487 -0.3241 -3.8385
H 0.0071 -2.6316 2.2217
H -3.3344 3.0839 -5.3174
N 1.1688 -0.9476 2.3236
H 3.9815 -4.1215 5.9016
C 3.1401 -4.6409 3.9456
H -1.8670 1.3710 -4.5214
C -1.0317 1.8759 -1.2977
C 1.8347 0.4625 0.4627
H 1.8758 -4.4961 2.1484
H 1.5875 -0.2404 2.9057
C -1.8747 1.8081 -3.5322
C 2.1548 -4.0817 3.1003
C 1.1201 -0.7922 0.9896
H 3.6938 -5.5318 3.7097
C -1.0040 1.3026 -2.5747
H -3.4659 4.1904 -1.7544
H -3.7763 4.4400 -4.2671
C -0.1781 1.4222 -0.1814
*
```

Output
* LUMO energy: 0.637 eV
* HOMO energy: -8.97 eV
* HOMO-LUMO gap: 9.60 eV
* SMILES: Cc1ccc(C(=O)OCC(=O)NCc2cccs2)c(C)c1


Verdict on stability: A comes out at the bottom.


A:
The following is a DFT calculation (wB97M-V/def2-TZVPD) of a cluster of 3 separate species, C3H12N2O3 in total.

```
! RIJCOSX wB97M-V def2-TZVPD def2/J DEFGRID3
* xyz 0 1
H 1.0669 -2.4100 0.2102
N -0.4815 1.6905 -0.3310
O -0.1235 -0.8080 -1.4304
C 1.0162 -2.4476 1.2964
N -1.6148 2.5159 -0.5786
H -1.4438 3.0539 -1.4231
H 1.9958 -2.7026 1.6931
H -0.7190 -0.9714 0.3909
O 0.6333 0.8624 -2.7147
C 0.5639 -1.0957 1.8297
O -0.7004 -0.7226 1.3321
H -1.7934 3.1691 0.1859
H 1.4999 0.4731 -2.5119
H -1.3082 0.5918 -2.3184
H 0.3074 -3.2202 1.5853
H 1.3102 -0.3312 1.5655
H -0.7164 1.0437 0.4232
H 0.4691 -1.1186 2.9172
C -0.3180 0.2091 -2.0511
H 0.3565 2.2182 -0.0700
*
```

Output
* LUMO energy: 0.758 eV
* HOMO energy: -9.43 eV
* HOMO-LUMO gap: 10.19 eV
* SMILES: O=CO.CCO.NN


B:
The following is a DFT calculation (wB97M-V/def2-TZVPD) of a structure of composition C3H12N2O3.

```
! RIJCOSX wB97M-V def2-TZVPD def2/J DEFGRID3
* xyz 0 1
H -0.6187 0.5406 -0.0949
H -0.8917 -2.2666 1.0806
O 0.9934 -1.3106 0.7538
H -0.0444 -0.3810 -2.4463
H 0.0394 2.8343 -1.6647
H 2.0935 2.8835 0.8307
H -0.5312 -2.9049 -1.0827
H 0.8730 2.3968 -0.2545
H 1.4059 -1.1338 -0.1417
H -0.8862 -0.3428 2.6907
H -1.0204 1.3140 2.0806
H -1.6126 -0.9468 -2.6229
N -1.0602 -0.1123 0.6693
C -0.4358 -1.5104 0.4048
O 0.5862 2.0433 -1.4323
C -0.6139 -1.9170 -0.9667
H 0.4696 0.4893 1.9718
O 1.3042 2.3509 0.8487
C -0.5793 0.3310 1.9986
N -0.7359 -1.1124 -2.1448
*
```

Output
* LUMO energy: -4.130 eV
* HOMO energy: -7.63 eV
* HOMO-LUMO gap: 3.50 eV


C:
The following is a DFT calculation (wB97M-V/def2-TZVPD) of a cluster of 3 separate species, C3H12N2O3 in total.

```
! RIJCOSX wB97M-V def2-TZVPD def2/J DEFGRID3
* xyz 0 1
N -2.1753 0.8432 0.1100
C 1.2359 1.9594 -0.4113
H 0.5975 2.0708 1.4573
H -1.8760 0.3932 -0.7255
H -2.1196 1.7773 0.0577
N 0.1023 0.0390 0.7372
H 1.2940 1.3672 -1.4363
O 1.4459 3.1688 -0.5833
H 0.2822 -0.7627 1.4470
H 1.3491 -1.0866 -3.7213
H -1.9666 -0.6757 1.5093
O 0.1074 -3.6925 0.9933
C -1.3643 0.3047 1.2840
C 0.9590 1.1495 0.8907
H 0.2374 -0.7686 -2.8504
O 0.8255 -1.5250 -3.1089
H 0.9195 -3.3524 0.8603
H -0.3356 -3.2784 0.1219
H -1.4633 1.0863 1.9990
H 1.9451 0.9826 1.3691
*
```

Output
* LUMO energy: 0.476 eV
* HOMO energy: -9.64 eV
* HOMO-LUMO gap: 10.12 eV
* SMILES: NCNCC=O.O.O


Verdict on stability: B comes out at the bottom.